# C31H35As2IN4O6ReS

A structure of composition C31H35As2IN4O6ReS at a distorted geometry (ωB97M-V with the def2-TZVPD basis set, the OMol25 dataset).

Geometry (Å):
1 Re 0.692 0.011 -0.950
2 O 0.744 -0.846 -3.145
3 As -0.369 -2.260 -2.600
4 O -1.662 -2.157 -3.553
5 O -0.570 -1.457 -1.071
6 C 0.245 -3.997 -2.148
7 C -0.127 -5.050 -2.972
8 C 0.150 -6.346 -2.563
9 C 0.775 -6.572 -1.345
10 C 1.156 -5.514 -0.526
11 C 0.902 -4.223 -0.931
12 S 2.771 -2.441 -0.682
13 O 2.684 -2.497 -2.136
14 O 1.352 -3.151 -0.145
15 O 2.388 -0.955 -0.280
16 H 1.548 -1.200 -3.561
17 H -0.654 -4.853 -3.896
18 H -0.129 -7.178 -3.195
19 H 0.982 -7.585 -1.027
20 H 1.655 -5.684 0.420
21 I 3.544 5.594 -1.217
22 C 3.139 3.580 -1.280
23 C 3.989 2.557 -1.666
24 N 3.311 1.411 -1.567
25 N 2.049 1.624 -1.121
26 C 1.947 2.954 -0.950
27 H 5.015 2.584 -2.000
28 H 3.654 0.469 -1.689
29 H 1.025 3.400 -0.621
30 C -3.583 2.855 -2.264
31 C -2.090 3.177 -2.314
32 C -1.565 3.062 -3.740
33 C -1.826 4.576 -1.768
34 N -1.335 2.249 -1.404
35 N -0.933 1.003 -1.983
36 H -4.143 3.517 -2.926
37 H -3.973 2.992 -1.251
38 H -3.778 1.827 -2.581
39 H -2.013 3.853 -4.341
40 H -1.837 2.116 -4.217
41 H -0.479 3.205 -3.786
42 H -2.407 5.314 -2.323
43 H -0.767 4.832 -1.858
44 H -2.116 4.642 -0.716
45 H -1.880 2.038 -0.575
46 H -0.617 1.193 -2.934
47 H -1.697 0.328 -2.094
48 C -1.857 3.502 3.684
49 C -1.318 3.706 2.424
50 C -0.710 2.652 1.753
51 C -0.646 1.399 2.349
52 C -1.180 1.193 3.619
53 C -1.784 2.248 4.283
54 As 0.185 -0.131 1.522
55 C 1.809 -0.304 2.526
56 C 2.200 -1.456 3.192
57 C 3.424 -1.475 3.849
58 C 4.243 -0.356 3.833
59 C 3.845 0.795 3.162
60 C 2.628 0.823 2.503
61 C -1.159 -1.480 1.762
62 C -2.441 -1.086 1.382
63 C -3.473 -2.007 1.381
64 C -3.224 -3.322 1.760
65 C -1.951 -3.708 2.150
66 C -0.908 -2.791 2.141
67 H -2.334 4.321 4.207
68 H -1.366 4.687 1.966
69 H -0.290 2.807 0.773
70 H -1.125 0.219 4.087
71 H -2.201 2.092 5.269
72 H 1.568 -2.329 3.221
73 H 3.734 -2.368 4.376
74 H 5.189 -0.374 4.358
75 H 4.480 1.671 3.162
76 H 2.309 1.724 1.990
77 H -2.637 -0.056 1.102
78 H -4.469 -1.705 1.086
79 H -4.029 -4.046 1.752
80 H -1.763 -4.729 2.453
81 H 0.083 -3.116 2.414

Computed properties:
charge	+2
ΔE to the lowest compared entry with this formula, charge and spin	0.000	eV
Kohn-Sham gap (spin up / spin down)	7.91 / 6.86	eV
spin multiplicity	4

Löwdin charges, unit e, in atom order: number 1, Re, carries 1.51; number 2, O, carries -0.33; number 3, As, carries 1.04; number 4, O, carries -0.38; number 5, O, carries -0.59; number 6, C, carries -0.23; number 7, C, carries -0.05; number 8, C, carries -0.03; number 9, C, carries -0.02; number 10, C, carries 0.02; number 11, C, carries -0.33; number 12, S, carries 0.92; number 13, O, carries -0.42; number 14, O, carries -0.32; number 15, O, carries -0.65; number 16, H, carries 0.06; number 17, H, carries 0.12; number 18, H, carries 0.12; number 19, H, carries 0.12; number 20, H, carries 0.13; number 21, I, carries 0.98; number 22, C, carries -0.75; number 23, C, carries -0.08; number 24, N, carries 0.03; number 25, N, carries -0.16; number 26, C, carries -0.17; number 27, H, carries 0.14; number 28, H, carries 0.15; number 29, H, carries 0.09; number 30, C, carries -0.03; number 31, C, carries -0.61; number 32, C, carries -0.04; number 33, C, carries -0.03; number 34, N, carries -0.04; number 35, N, carries -0.08; number 36, H, carries 0.10; number 37, H, carries 0.09; number 38, H, carries 0.09; number 39, H, carries 0.11; number 40, H, carries 0.09; number 41, H, carries 0.09; number 42, H, carries 0.10; number 43, H, carries 0.08; number 44, H, carries 0.08; number 45, H, carries 0.10; number 46, H, carries 0.08; number 47, H, carries 0.11; number 48, C, carries -0.05; number 49, C, carries -0.06; number 50, C, carries -0.13; number 51, C, carries -0.37; number 52, C, carries -0.08; number 53, C, carries -0.04; number 54, As, carries 1.33; number 55, C, carries -0.37; number 56, C, carries -0.08; number 57, C, carries -0.05; number 58, C, carries -0.05; number 59, C, carries -0.05; number 60, C, carries -0.11; number 61, C, carries -0.38; number 62, C, carries -0.12; number 63, C, carries -0.05; number 64, C, carries -0.04; number 65, C, carries -0.05; number 66, C, carries -0.09; number 67, H, carries 0.12; number 68, H, carries 0.11; number 69, H, carries 0.04; number 70, H, carries 0.12; number 71, H, carries 0.12; number 72, H, carries 0.08; number 73, H, carries 0.12; number 74, H, carries 0.12; number 75, H, carries 0.12; number 76, H, carries 0.10; number 77, H, carries 0.10; number 78, H, carries 0.12; number 79, H, carries 0.12; number 80, H, carries 0.12; number 81, H, carries 0.08

# C31H35AsFeN3O2

A structure of composition C31H35AsFeN3O2 (ωB97M-V with the def2-TZVPD basis set, the OMol25 dataset).

Geometry (Å):
1 Fe 0.205 0.019 0.197
2 O 0.714 1.809 -0.206
3 C 1.355 2.294 -1.252
4 C 2.297 3.319 -1.068
5 C 2.977 3.857 -2.139
6 C 2.750 3.396 -3.440
7 C 1.826 2.396 -3.634
8 C 1.112 1.841 -2.564
9 C 0.146 0.800 -2.850
10 N -0.607 0.232 -1.993
11 C -1.506 -0.821 -2.459
12 C -2.050 -1.551 -1.236
13 N -0.920 -1.771 -0.361
14 C -0.544 -2.949 -0.043
15 C 0.744 -3.225 0.545
16 C 0.981 -4.449 1.188
17 C 2.236 -4.786 1.629
18 C 3.298 -3.904 1.380
19 C 3.093 -2.711 0.729
20 C 1.805 -2.319 0.320
21 O 1.638 -1.165 -0.285
22 H 2.473 3.662 -0.057
23 H 3.698 4.646 -1.967
24 H 3.294 3.816 -4.275
25 H 1.641 2.018 -4.634
26 H 0.082 0.504 -3.905
27 H -2.336 -0.398 -3.032
28 H -0.970 -1.523 -3.104
29 H -2.774 -0.915 -0.719
30 H -2.544 -2.480 -1.534
31 H -1.181 -3.806 -0.288
32 H 0.147 -5.125 1.348
33 H 2.409 -5.719 2.147
34 H 4.297 -4.167 1.704
35 H 3.910 -2.028 0.532
36 C 2.803 0.875 1.957
37 C 1.723 0.137 2.687
38 C 1.731 -0.294 3.981
39 C 0.453 -0.876 4.243
40 C -0.281 -0.764 3.099
41 C -1.698 -1.188 2.877
42 N 0.492 -0.166 2.111
43 H 3.739 0.797 2.508
44 H 2.555 1.935 1.846
45 H 2.959 0.476 0.955
46 H 2.557 -0.194 4.670
47 H 0.108 -1.314 5.168
48 H -2.018 -1.855 3.677
49 H -1.822 -1.703 1.924
50 H -2.378 -0.331 2.872
51 C -1.626 2.682 2.138
52 As -2.073 1.514 0.657
53 C -2.291 2.867 -0.721
54 C -3.991 1.119 0.982
55 C -4.786 2.272 1.514
56 C -4.905 2.465 2.890
57 C -5.630 3.532 3.399
58 C -6.248 4.429 2.538
59 C -6.134 4.249 1.167
60 C -5.412 3.177 0.661
61 H -2.367 3.472 2.250
62 H -0.652 3.113 1.906
63 H -1.535 2.116 3.065
64 H -2.880 3.698 -0.338
65 H -2.784 2.441 -1.597
66 H -1.305 3.220 -1.015
67 H -4.029 0.277 1.671
68 H -4.384 0.782 0.021
69 H -4.417 1.772 3.565
70 H -5.716 3.663 4.470
71 H -6.822 5.258 2.932
72 H -6.611 4.945 0.488
73 H -5.340 3.036 -0.412

Computed properties:
ΔE to the lowest compared entry with this formula, charge and spin	0.338	eV
Kohn-Sham gap (spin up / spin down)	7.05 / 6.46	eV
spin multiplicity	6

Löwdin charges, unit e, in atom order: number 1, Fe, carries 0.91; number 2, O, carries -0.24; number 3, C, carries -0.33; number 4, C, carries -0.01; number 5, C, carries -0.07; number 6, C, carries -0.10; number 7, C, carries -0.05; number 8, C, carries -0.14; number 9, C, carries -0.08; number 10, N, carries -0.02; number 11, C, carries -0.19; number 12, C, carries -0.21; number 13, N, carries -0.05; number 14, C, carries -0.08; number 15, C, carries -0.15; number 16, C, carries -0.04; number 17, C, carries -0.09; number 18, C, carries -0.07; number 19, C, carries 0.00; number 20, C, carries -0.33; number 21, O, carries -0.16; number 22, H, carries 0.11; number 23, H, carries 0.10; number 24, H, carries 0.10; number 25, H, carries 0.11; number 26, H, carries 0.14; number 27, H, carries 0.12; number 28, H, carries 0.12; number 29, H, carries 0.08; number 30, H, carries 0.12; number 31, H, carries 0.14; number 32, H, carries 0.11; number 33, H, carries 0.10; number 34, H, carries 0.10; number 35, H, carries 0.12; number 36, C, carries -0.05; number 37, C, carries -0.36; number 38, C, carries -0.07; number 39, C, carries -0.07; number 40, C, carries -0.38; number 41, C, carries -0.06; number 42, N, carries -0.05; number 43, H, carries 0.08; number 44, H, carries 0.06; number 45, H, carries 0.05; number 46, H, carries 0.09; number 47, H, carries 0.09; number 48, H, carries 0.08; number 49, H, carries 0.05; number 50, H, carries 0.03; number 51, C, carries -0.26; number 52, As, carries 1.17; number 53, C, carries -0.27; number 54, C, carries -0.32; number 55, C, carries -0.32; number 56, C, carries -0.06; number 57, C, carries -0.08; number 58, C, carries -0.09; number 59, C, carries -0.08; number 60, C, carries -0.07; number 61, H, carries 0.03; number 62, H, carries 0.03; number 63, H, carries 0.03; number 64, H, carries 0.02; number 65, H, carries 0.03; number 66, H, carries 0.02; number 67, H, carries 0.06; number 68, H, carries 0.07; number 69, H, carries 0.11; number 70, H, carries 0.10; number 71, H, carries 0.10; number 72, H, carries 0.10; number 73, H, carries 0.11